[1]
Density functional theory data (ωB97M-V with the def2-TZVPD basis set) for C20H37AsMnN2O4Si3 as an isolated structure in a non-equilibrium geometry.

Element x y z (Å)
As: -0.270 0.755 -0.319
Mn: 0.011 -0.179 1.751
Si: 1.928 2.345 -0.690
Si: -0.244 -0.800 -2.283
Si: -2.353 2.193 -0.679
O: 3.556 -1.374 0.358
O: 3.991 -4.034 0.044
O: 1.906 -0.165 1.250
O: 2.795 -5.829 0.591
N: 0.223 -2.207 1.343
N: 0.589 -4.353 1.281
C: -0.321 -3.407 1.549
C: -3.630 0.802 -0.525
C: -1.364 -0.552 3.380
C: 3.475 1.501 -1.292
C: 1.955 3.094 1.029
C: -1.117 -2.378 -1.708
C: 0.481 0.756 3.680
C: -0.491 1.522 2.965
C: 1.534 -2.434 0.952
C: 2.928 -4.641 0.500
C: -2.333 3.490 0.693
C: -2.345 3.097 -2.327
C: 1.765 -3.776 0.899
C: 2.436 -1.274 0.826
C: -0.050 -0.511 3.930
C: -1.258 -0.009 -3.655
C: 1.569 -0.973 -2.746
C: 1.090 3.392 -2.006
C: -1.699 -3.725 2.001
C: -1.653 0.713 2.807
H: -0.841 0.942 -3.988
H: -3.187 -0.073 -0.048
H: 0.324 4.036 -1.575
H: -1.875 -3.358 3.011
H: 1.683 -1.728 -3.527
H: 2.199 -1.274 -1.910
H: -1.255 -0.685 -4.514
H: -2.274 2.443 -3.192
H: 0.477 -5.357 1.374
H: 0.637 2.783 -2.789
H: 0.417 -1.300 4.500
H: 2.811 3.763 1.142
H: 3.666 0.537 -0.827
H: -1.396 4.049 0.685
H: -2.088 -1.338 3.523
H: -2.484 3.081 1.691
H: -1.348 -2.344 -0.646
H: -0.501 -3.259 -1.902
H: -1.540 3.828 -2.386
H: 4.330 2.138 -1.044
H: 2.050 2.312 1.780
H: -4.005 0.499 -1.503
H: -2.050 -2.513 -2.255
H: -1.846 -4.803 2.019
H: -2.295 0.146 -3.357
H: 1.439 1.115 4.027
H: 1.055 3.680 1.223
H: -2.628 1.041 2.482
H: 1.946 -0.034 -3.150
H: 1.835 4.041 -2.475
H: -0.437 2.585 2.792
H: -3.135 4.211 0.518
H: -3.284 3.652 -2.409
H: 3.464 1.372 -2.374
H: -4.494 1.114 0.065
H: 3.974 -3.050 0.102
H: -2.448 -3.289 1.340

Summary:
net charge	+2
frontier orbital gap (spin up / spin down)	6.2 / 7.4	eV
2S+1	4
molecular weight	583.64	g/mol
strongest force on any atom	3.50	eV Å⁻¹

[2]
Density functional theory data (ωB97M-V with the def2-TZVPD basis set) for a 3-piece molecular cluster, C20H29NO4 overall.

Element x y z (Å)
O: -0.458 -3.984 -3.049
O: 0.514 0.105 -0.349
O: -4.110 -0.203 -0.383
O: 1.968 2.874 2.765
N: 5.904 -3.180 0.662
C: -0.708 -1.923 -0.215
C: -3.770 0.517 -1.555
C: 1.359 -2.966 -1.904
C: -0.292 2.040 2.246
C: -6.409 -0.775 -1.054
C: 0.485 -1.092 -0.531
C: 3.988 -2.123 -1.510
C: 2.933 -1.405 -0.947
C: 5.840 -2.020 0.168
C: 0.836 2.177 3.255
C: -5.477 -0.171 -0.016
C: -0.063 -3.385 -2.075
C: 1.734 4.209 2.357
C: -0.968 -3.005 -0.953
C: 1.631 -1.834 -1.132
C: 3.708 -3.249 -2.282
C: -4.056 2.007 -1.468
C: 5.410 -1.689 -1.250
C: 1.238 5.117 3.471
C: 2.400 -3.667 -2.492
H: 6.091 -2.179 -1.946
H: 1.898 5.053 4.336
H: -0.769 3.000 2.037
H: -1.835 -3.625 -0.770
H: -6.461 -0.170 -1.960
H: 0.229 4.855 3.794
H: 1.216 6.151 3.124
H: -2.698 0.359 -1.681
H: -1.061 1.371 2.637
H: 1.043 4.236 1.507
H: -5.126 2.219 -1.440
H: -1.365 -1.643 0.597
H: 2.699 4.565 1.995
H: 5.619 -3.885 -0.023
H: 5.491 -0.615 -1.420
H: 1.213 1.189 3.523
H: 6.112 -1.191 0.822
H: 4.527 -3.796 -2.731
H: -3.641 2.516 -2.338
H: -5.787 0.851 0.227
H: -7.418 -0.849 -0.649
H: 3.128 -0.517 -0.360
H: 0.080 1.634 1.307
H: 0.473 2.639 4.181
H: -3.603 2.427 -0.568
H: -6.071 -1.774 -1.333
H: -5.533 -0.748 0.908
H: -4.262 0.081 -2.432
H: 2.176 -4.530 -3.104

Summary:
net charge	0
frontier orbital gap	8.5	eV
SMILES	[H]/N=C\Cc1ccc2c(c1)C(=O)C=CC2=O.CCOCC.CCOCC
molecular weight	347.45	g/mol
strongest force on any atom	0.46	eV Å⁻¹
relative energy (zero: lowest compared OMol25 entry of this formula, charge and spin)	317.81	kJ/mol

[3]
Density functional theory data (ωB97M-V with the def2-TZVPD basis set) for an isolated ion of composition C7H8N3 and charge +1 in a non-equilibrium geometry.

Element x y z (Å)
N: -1.010 1.493 -0.642
N: -3.071 0.450 -0.103
N: 0.569 -1.670 0.150
C: -2.128 1.374 -0.158
C: 1.148 0.560 1.292
C: 1.395 1.477 0.040
C: -0.039 -2.676 -0.512
C: -3.994 -0.263 0.060
C: 0.830 -0.742 0.814
C: 0.180 1.651 -0.883
H: -0.897 -2.829 0.074
H: 0.434 2.101 -1.847
H: 1.694 2.442 0.349
H: 0.516 -3.540 -0.692
H: 2.090 0.568 1.737
H: -0.312 -2.218 -1.399
H: 2.271 0.940 -0.366
H: 0.326 0.882 2.088

Summary:
net charge	+1
frontier orbital gap	7.7	eV
molecular weight	134.16	g/mol
strongest force on any atom	7.42	eV Å⁻¹
relative energy (zero: lowest compared OMol25 entry of this formula, charge and spin)	471.58	kJ/mol

[4]
Density functional theory data (ωB97M-V with the def2-TZVPD basis set) for a 11-piece molecular cluster, C47H93FO12 overall in a non-equilibrium geometry.

Element x y z (Å)
F: -1.517 1.395 -2.806
O: -3.963 0.737 -3.146
O: -3.549 6.857 -2.622
O: -7.387 -4.932 2.653
O: 7.674 -4.133 -4.792
O: -6.624 0.031 0.598
O: -0.737 3.451 -4.787
O: 5.109 -5.581 -2.414
O: 13.103 -5.669 -6.101
O: -5.952 3.722 8.384
O: 1.543 -1.952 0.447
O: -2.206 -0.431 5.194
O: -3.066 0.787 8.803
C: -5.696 0.694 0.176
C: -2.419 -0.620 1.487
C: -7.298 -2.785 1.550
C: 13.872 -3.604 -7.082
C: -1.530 3.038 -7.027
C: 2.755 -1.527 -1.596
C: -2.913 1.812 5.718
C: -7.872 2.267 8.512
C: -3.427 0.512 -0.785
C: -7.605 -3.532 2.838
C: 15.449 -5.507 -6.635
C: -9.039 -3.294 3.285
C: -6.032 4.352 -1.937
C: 2.728 -2.292 -0.282
C: -1.393 -0.293 10.166
C: -6.823 4.157 -0.834
C: -2.557 8.883 -3.471
C: 0.129 2.541 -1.102
C: -2.309 1.966 10.767
C: -1.081 0.491 -1.862
C: -4.096 1.112 -1.998
C: -1.113 4.087 -6.006
C: -3.353 8.242 -2.344
C: -7.115 3.289 7.677
C: -2.647 8.403 -1.007
C: -3.759 -0.283 1.454
C: 9.323 -2.405 -5.129
C: -1.609 -0.369 0.418
C: -2.076 0.220 -0.750
C: -6.707 2.709 6.333
C: -0.501 1.272 5.280
C: 5.387 -7.889 -3.057
C: 0.284 1.013 -1.356
C: -1.945 0.948 4.928
C: 9.917 -4.833 -5.352
C: -5.863 2.002 -0.563
C: -1.927 1.028 9.634
C: -4.247 0.272 0.305
C: -5.065 2.233 -1.667
C: 14.208 -4.768 -6.160
C: 7.291 -6.550 -2.120
C: 2.771 -3.792 -0.513
C: 5.792 -6.791 -2.086
C: -2.240 5.073 -5.742
C: -5.135 3.405 -2.374
C: -6.749 2.959 -0.145
C: 9.058 -3.814 -4.621
H: 12.976 -3.087 -6.734
H: 1.902 -4.120 -1.091
H: -0.856 -0.474 -2.341
H: -9.743 -3.656 2.530
H: -4.442 -0.428 2.285
H: -7.351 2.781 0.741
H: 13.664 -3.962 -8.094
H: 15.674 -6.343 -5.971
H: -6.270 -2.969 1.235
H: 14.368 -4.398 -5.146
H: -2.410 9.950 -3.295
H: 9.262 -3.862 -3.551
H: 9.712 -5.840 -4.984
H: 15.291 -5.925 -7.634
H: -4.344 8.696 -2.292
H: -2.535 5.593 -6.656
H: 0.639 0.464 -0.485
H: -0.311 1.081 6.341
H: -2.750 2.873 5.517
H: -0.509 -0.141 10.787
H: -6.918 -3.208 3.622
H: -0.718 2.331 -7.202
H: 3.658 -1.754 -2.166
H: 5.882 -8.832 -2.817
H: 3.577 -1.991 0.334
H: 5.484 -7.064 -1.076
H: -6.133 5.299 -2.461
H: -9.249 -3.840 4.207
H: -7.738 4.171 7.525
H: -0.907 2.817 -0.871
H: -6.043 1.852 6.472
H: -8.778 1.933 8.004
H: -7.523 4.905 -0.480
H: 7.602 -6.229 -3.118
H: 10.978 -4.627 -5.221
H: 2.718 -0.453 -1.416
H: 3.674 -4.086 -1.050
H: -0.573 -0.665 0.538
H: -2.682 6.440 -2.671
H: -4.494 3.578 -3.230
H: -9.229 -2.233 3.457
H: -2.044 -1.063 2.406
H: -2.802 1.639 6.790
H: -1.669 7.914 -1.027
H: -7.245 1.394 8.714
H: 14.693 -2.886 -7.129
H: -1.453 2.185 11.406
H: 1.885 -1.780 -2.209
H: 0.368 3.058 -2.035
H: -5.388 2.953 8.526
H: -3.944 1.563 5.462
H: 9.079 -2.326 -6.192
H: 7.475 -4.094 -5.733
H: -3.745 0.368 9.344
H: -2.384 2.462 -6.660
H: -2.698 2.906 10.372
H: -3.225 7.933 -0.210
H: 16.317 -4.846 -6.669
H: 7.566 -5.753 -1.428
H: -1.576 8.409 -3.567
H: -2.071 -0.578 6.137
H: -0.232 4.620 -6.368
H: -7.576 2.387 5.756
H: -3.099 1.526 11.383
H: 8.696 -1.684 -4.602
H: -1.804 3.498 -7.978
H: 5.374 -5.324 -3.305
H: -3.116 4.560 -5.336
H: 1.046 0.918 -2.133
H: -8.151 2.692 9.477
H: -7.437 -1.716 1.670
H: 4.308 -8.045 -3.031
H: -2.154 -0.804 10.763
H: 2.742 -4.327 0.438
H: 0.755 2.913 -0.288
H: 12.947 -6.006 -6.990
H: -2.503 9.456 -0.759
H: -3.071 8.754 -4.424
H: -1.130 -0.960 9.344
H: 9.693 -4.832 -6.423
H: 0.183 0.638 4.714
H: -7.987 -5.233 1.963
H: 5.647 -7.612 -4.082
H: 7.848 -7.450 -1.853
H: -7.949 -3.131 0.740
H: 10.368 -2.124 -4.990
H: 0.790 -2.220 -0.091
H: -0.266 2.316 5.067
H: -1.934 5.815 -5.003
H: -1.172 1.502 9.004
H: -6.157 3.450 5.750
H: -2.103 1.100 3.859
H: -1.504 2.975 -4.449

Summary:
net charge	0
frontier orbital gap	9.3	eV
SMILES	CC[C@H](F)c1cccc2c1C(=O)c1ccccc1C2=O.CC(C)O.CC(C)O.CC(C)O.CC(C)O.CC(C)O.CC(C)O.CC(C)O.CC(C)O.CC(C)O.CC(C)O
molecular weight	869.25	g/mol
strongest force on any atom	1.87	eV Å⁻¹